Entry 1:
A molecular structure, C44H124N11O14Sr in a non-equilibrium geometry. Source: the Open Molecules 2025 dataset; level of theory: ωB97M-V/def2-TZVPD.

```
! wB97M-V def2-TZVPD RIJCOSX def2/J DEFGRID3
* xyz -1 1
Sr 2.780 -0.190 1.518
O 3.745 0.532 -0.694
H 3.169 1.272 -0.968
O 0.402 0.379 0.962
H -0.444 0.644 0.553
O 3.299 -2.368 0.295
H 3.392 -3.246 0.715
C 6.078 -0.046 -5.779
C 5.276 -0.459 -4.608
C 3.952 -1.197 -4.800
O 3.338 -1.599 -3.532
C 2.094 -2.221 -3.675
N 6.099 -1.170 -3.683
H 7.078 0.294 -5.513
H 5.606 0.754 -6.349
H 6.279 -0.915 -6.405
H 5.047 0.479 -4.101
H 4.088 -2.011 -5.512
H 3.273 -0.507 -5.301
H 2.085 -3.152 -4.242
H 1.457 -1.502 -4.191
H 1.607 -2.371 -2.711
H 6.905 -0.653 -3.360
H 6.434 -2.006 -4.141
C 7.344 -0.116 3.062
C 5.874 0.316 2.735
C 5.634 1.684 2.193
O 4.208 1.952 2.105
C 3.760 3.211 1.599
N 5.381 -0.680 1.820
H 7.404 -1.134 3.447
H 7.777 0.481 3.864
H 8.047 -0.017 2.234
H 5.384 0.163 3.697
H 6.114 1.860 1.230
H 6.058 2.473 2.814
H 4.399 3.367 0.729
H 3.930 3.975 2.357
H 2.710 3.266 1.309
H 5.572 -1.602 2.185
H 5.953 -0.710 0.988
C 1.167 3.094 -2.032
C 0.684 1.999 -2.932
C 1.465 1.655 -4.195
O 1.696 2.796 -5.086
C 2.226 2.505 -6.349
N 0.763 0.776 -2.156
H 0.474 3.338 -1.227
H 1.364 3.958 -2.666
H 2.137 2.846 -1.601
H -0.336 2.246 -3.228
H 0.857 0.944 -4.754
H 2.363 1.056 -4.043
H 1.483 1.878 -6.841
H 3.172 1.963 -6.338
H 2.230 3.445 -6.900
H 0.617 0.962 -1.174
H 1.755 0.585 -2.186
C -2.549 -0.542 -2.175
C -1.853 -1.830 -1.652
C -1.462 -2.879 -2.817
O -2.568 -3.212 -3.604
C -2.535 -4.489 -4.245
N -0.622 -1.525 -1.002
H -1.799 -0.025 -2.774
H -2.883 0.189 -1.439
H -3.404 -0.687 -2.836
H -2.544 -2.324 -0.969
H -1.076 -3.737 -2.266
H -0.656 -2.567 -3.481
H -1.907 -5.189 -3.693
H -2.013 -4.362 -5.193
H -3.563 -4.834 -4.363
H -0.230 -0.832 -1.623
H -0.852 -0.927 -0.222
C -2.180 -0.836 4.994
C -2.012 -1.497 3.656
C -2.885 -0.933 2.492
O -4.263 -0.808 2.828
C -5.028 -0.266 1.802
N -0.578 -1.437 3.344
H -1.898 0.213 5.082
H -1.603 -1.290 5.799
H -3.220 -0.937 5.305
H -2.386 -2.500 3.862
H -2.909 -1.609 1.636
H -2.473 0.044 2.242
H -5.244 -0.901 0.943
H -4.528 0.622 1.416
H -5.926 0.027 2.345
H -0.432 -0.539 2.904
H -0.283 -1.967 2.537
C -1.088 -4.685 1.074
C 0.437 -4.382 1.022
C 1.175 -5.093 -0.167
O 1.024 -6.569 -0.027
C 1.504 -7.292 -1.197
N 0.611 -2.914 1.067
H -1.616 -4.191 0.259
H -1.474 -4.327 2.029
H -1.420 -5.723 1.065
H 0.862 -4.760 1.953
H 2.233 -4.859 -0.287
H 0.790 -4.815 -1.148
H 1.532 -8.354 -0.953
H 2.524 -7.000 -1.450
H 0.864 -7.152 -2.068
H 0.119 -2.473 0.302
H 1.580 -2.923 0.783
C 2.766 2.256 5.265
C 2.005 0.953 5.277
C 0.728 1.126 6.078
O 0.803 1.730 7.404
C -0.402 2.234 7.894
N 1.810 0.438 3.965
H 2.332 3.143 4.804
H 3.709 2.087 4.744
H 3.061 2.620 6.249
H 2.691 0.255 5.757
H 0.338 0.119 6.225
H -0.050 1.631 5.505
H -0.677 3.094 7.283
H -0.282 2.588 8.918
H -1.243 1.548 7.794
H 1.142 -0.308 4.095
H 1.151 1.100 3.581
C -9.509 1.587 -1.753
C -8.614 2.814 -1.667
C -7.179 2.557 -2.156
O -6.795 1.460 -1.390
C -5.574 0.907 -1.767
N -9.081 3.946 -2.433
H -10.430 1.752 -1.195
H -8.961 0.708 -1.413
H -9.634 1.356 -2.811
H -8.682 3.103 -0.619
H -6.506 3.403 -2.016
H -7.319 2.222 -3.183
H -5.408 0.091 -1.063
H -4.711 1.567 -1.684
H -5.611 0.497 -2.776
H -8.529 4.687 -2.025
H -9.975 4.124 -1.999
C -1.294 4.141 3.665
C -1.365 2.939 2.688
C -2.227 3.240 1.423
O -3.557 3.621 1.799
C -4.276 4.322 0.766
N -0.003 2.606 2.375
H -0.554 4.017 4.456
H -2.266 4.441 4.055
H -0.902 5.056 3.222
H -1.707 2.036 3.194
H -2.167 2.434 0.692
H -1.818 4.072 0.850
H -4.414 3.761 -0.158
H -3.870 5.313 0.563
H -5.308 4.482 1.078
H 0.397 3.315 1.778
H 0.018 1.714 1.901
C 2.961 -3.102 5.167
C 3.883 -2.857 3.964
C 4.564 -4.195 3.562
O 3.629 -5.259 3.438
C 4.232 -6.506 3.096
N 2.963 -2.333 2.919
H 3.507 -3.728 5.874
H 1.931 -3.419 5.009
H 2.813 -2.119 5.615
H 4.615 -2.058 4.087
H 5.254 -4.481 4.356
H 5.067 -4.128 2.597
H 4.646 -6.323 2.105
H 3.447 -7.234 2.893
H 4.987 -6.706 3.857
H 2.265 -3.061 2.968
H 3.348 -2.561 2.014
C -2.392 4.108 -2.622
C -2.604 3.829 -4.151
C -3.653 2.721 -4.459
O -3.576 2.152 -5.752
C -4.646 1.311 -6.171
N -2.902 5.031 -4.903
H -1.890 3.225 -2.225
H -3.372 4.249 -2.166
H -1.812 5.022 -2.499
H -1.594 3.589 -4.483
H -4.659 3.077 -4.237
H -3.564 1.904 -3.744
H -5.144 1.833 -6.988
H -5.407 1.141 -5.410
H -4.209 0.397 -6.574
H -2.911 4.809 -5.888
H -3.829 5.383 -4.710
*
```

## Properties
* electronic energy: -93524.870 eV
* E_HOMO: -4.4 eV

Mulliken population analysis, charges in e, atoms 1 to 4: atom 1 (Sr): -0.1721, atom 2 (O): -1.0698, atom 3 (H): -0.0376, atom 4 (O): 0.7598

Entry 2:
A gas-phase ion, C3H9N2OS (charge +1) in a non-equilibrium geometry. Source: the Open Molecules 2025 dataset; level of theory: ωB97M-V/def2-TZVPD.

```
! wB97M-V def2-TZVPD RIJCOSX def2/J DEFGRID3
* xyz 1 1
C 0.903 -1.123 1.252
N 0.678 -0.712 -0.159
C -0.576 0.387 -0.424
S -1.729 -0.498 -1.563
C 0.310 1.573 -0.984
N -0.349 2.719 -0.984
O 1.413 1.366 -1.376
H 1.462 -0.308 1.900
H -0.192 -1.387 1.538
H 1.479 -2.049 1.333
H 0.490 -1.565 -0.762
H 1.476 -0.147 -0.684
H -1.153 0.821 0.475
H -2.972 -0.370 -1.013
H -1.334 2.809 -0.591
H -0.037 3.560 -1.492
*
```

## Properties
* electronic energy: -19112.384 eV
* energy above the lowest of the compared OMol25 structures with the same formula, charge and spin: 1.558 eV
* E_HOMO: -14.1 eV

natural (NBO) population analysis, charges in e, atoms 1 to 4: atom 1 (C): -0.4402, atom 2 (N): -0.5807, atom 3 (C): -0.2673, atom 4 (S): 0.0318

Q: What is the formula in the first record?
A: C44H124N11O14Sr

Q: Look up the electronic energy of the second one.
A: -19112.384 eV

Q: What is the E_HOMO in the second record?
A: -14.1 eV